{"formula": "C57H63ClIInN5O3S4Te", "method": "ωB97M-V/def2-TZVPD", "max_force_ev_per_a": 1.15, "homo_ev": [-1.9341, -2.4798], "relative_energy_kj_mol": 54.2, "lumo_ev": [3.63, 3.08], "gap_ev": [5.563, 5.559], "charge": -2, "spin_multiplicity": 2, "s_squared": 0.76, "energy_ha": -5518.15482, "species": ["In", "Cl", "C", "C", "C", "I", "C", "O", "C", "N", "C", "C", "C", "C", "H", "H", "H", "H", "S", "C", "C", "C", "C", "C", "C", "S", "H", "H", "H", "H", "C", "C", "C", "C", "C", "C", "C", "C", "N", "H", "H", "H", "H", "H", "H", "C", "C", "C", "C", "C", "C", "Te", "N", "C", "O", "C", "C", "C", "C", "C", "C", "C", "C", "C", "C", "C", "C", "C", "C", "C", "C", "H", "H", "H", "H", "H", "H", "H", "H", "H", "H", "H", "H", "H", "H", "H", "H", "H", "H", "H", "H", "H", "H", "H", "C", "N", "C", "C", "S", "N", "C", "C", "H", "H", "H", "H", "H", "H", "H", "H", "H", "H", "H", "H", "C", "C", "C", "S", "O", "C", "C", "C", "H", "H", "H", "H", "H", "H", "H", "H", "H", "H", "H", "H", "H", "H"], "positions_angstrom": [[-0.123036, -0.339430, -0.641037], [6.818754, -0.852254, -3.525505], [5.113254, -0.550143, -3.227406], [4.448448, 0.352444, -4.014581], [3.089033, 0.596257, -3.812008], [2.089601, 1.953561, -5.050629], [2.314575, -0.028171, -2.809349], [1.066836, 0.160752, -2.669452], [3.070641, -0.936297, -1.947157], [2.397779, -1.468808, -0.898228], [3.010758, -2.304865, -0.096441], [4.344962, -2.702219, -0.288825], [5.060676, -2.152741, -1.313436], [4.446306, -1.219897, -2.176693], [4.988207, 0.874530, -4.794214], [2.441142, -2.671513, 0.748937], [4.795614, -3.421216, 0.384522], [6.098753, -2.412049, -1.468221], [-0.729152, -2.942377, -1.824347], [-1.792911, -2.335799, -3.043563], [-1.759115, -2.869318, -4.353215], [-2.550938, -2.366659, -5.363524], [-3.387165, -1.270392, -5.116941], [-3.445707, -0.731156, -3.849279], [-2.696148, -1.272771, -2.780250], [-2.909147, -0.641077, -1.182727], [-1.080678, -3.693156, -4.541744], [-2.512691, -2.810986, -6.352021], [-3.976831, -0.838306, -5.918913], [-4.083520, 0.120699, -3.641079], [-2.343060, 1.219402, 1.841188], [-3.499830, 0.758478, 2.627425], [-3.481755, 0.796828, 4.026302], [-4.586327, 0.439681, 4.775896], [-5.752752, 0.012670, 4.143511], [-5.768663, -0.095965, 2.749357], [-4.657061, 0.259739, 2.011916], [-6.920614, -0.325075, 4.916387], [-7.853280, -0.593593, 5.536933], [-2.276580, 0.729623, 0.872826], [-1.392017, 1.124221, 2.367380], [-2.574229, 1.113624, 4.529596], [-4.558814, 0.485867, 5.857997], [-6.659799, -0.464705, 2.255264], [-4.665012, 0.144555, 0.933022], [-8.708214, 3.312637, 2.200729], [-7.236715, 3.373923, 1.870098], [-6.756667, 3.034253, 0.620212], [-5.391660, 3.051215, 0.310508], [-5.028632, 2.596273, -1.082473], [-4.447773, 3.433890, 1.284655], [-2.156472, 3.412994, 1.194619], [-0.359153, 2.543449, 0.510105], [0.445562, 3.606917, 0.614403], [0.034830, 4.767844, 0.934313], [1.946301, 3.533045, 0.434168], [2.593026, 2.673458, -0.443551], [3.982185, 2.661177, -0.525742], [4.740739, 3.483803, 0.295153], [4.101394, 4.366662, 1.157943], [2.713633, 4.404935, 1.205143], [-2.425224, 4.552584, -0.643972], [-3.096057, 5.739003, -0.359106], [-3.337591, 6.696526, -1.332048], [-2.900014, 6.462498, -2.626419], [-2.247434, 5.274217, -2.923017], [-1.994287, 4.295960, -1.955388], [-1.347145, 3.008688, -2.410066], [-4.949647, 3.822762, 2.557750], [-4.059242, 4.306209, 3.692200], [-6.314073, 3.776952, 2.825773], [-9.294628, 3.023037, 1.326619], [-9.071299, 4.282861, 2.550355], [-8.900693, 2.584938, 2.994892], [-7.458040, 2.714828, -0.149705], [-5.799691, 2.894190, -1.799945], [-4.928107, 1.510491, -1.129535], [-4.085027, 3.010243, -1.410795], [1.998510, 2.029136, -1.083864], [4.475508, 2.008736, -1.232495], [5.825437, 3.441700, 0.257574], [4.686600, 5.037609, 1.777894], [2.189062, 5.110112, 1.839466], [-3.451165, 5.910876, 0.653480], [-3.865302, 7.610177, -1.084373], [-3.071120, 7.196673, -3.406159], [-1.924514, 5.083694, -3.941649], [-1.146453, 3.032438, -3.481206], [-1.995698, 2.147854, -2.202850], [-0.411247, 2.825895, -1.890429], [-3.388584, 3.518889, 4.035953], [-4.669250, 4.622065, 4.540192], [-3.433327, 5.142309, 3.384376], [-6.668734, 4.057641, 3.816604], [4.359407, 0.303062, 5.122174], [4.048132, 0.596484, 3.728169], [4.638422, -0.376838, 2.824783], [2.739082, 1.011861, 3.458202], [1.764823, 0.332922, 2.319886], [2.329471, 2.057707, 4.258169], [3.265112, 3.111248, 4.627439], [0.941278, 2.498014, 4.187595], [4.128844, -0.745256, 5.358089], [3.775958, 0.934277, 5.786647], [5.421594, 0.474670, 5.312926], [5.702117, -0.465397, 3.066200], [4.528905, -0.044352, 1.797064], [4.157999, -1.358891, 2.916281], [4.280002, 2.809668, 4.386011], [3.198599, 3.335461, 5.696611], [3.038699, 4.023147, 4.065960], [0.282155, 1.632886, 4.214715], [0.729894, 3.053037, 3.265293], [0.742666, 3.138749, 5.051067], [1.015893, -5.730084, -0.146614], [-0.094442, -5.900475, 0.895296], [0.043472, -4.937869, 2.071185], [-0.206919, -3.161752, 1.705594], [0.182247, -2.515749, 3.002910], [-2.042660, -3.150991, 1.592654], [-2.695005, -2.485006, 2.800633], [-2.673745, -3.330898, 4.076014], [0.944203, -6.501780, -0.918014], [2.004367, -5.807447, 0.324901], [0.948946, -4.766201, -0.649944], [-0.060487, -6.921475, 1.285921], [-1.070663, -5.770240, 0.416749], [1.059661, -4.969309, 2.474414], [-0.659628, -5.148911, 2.881579], [-2.386965, -4.180838, 1.451314], [-2.250940, -2.592837, 0.674629], [-3.727558, -2.252022, 2.528784], [-2.188264, -1.535928, 2.989144], [-3.116346, -4.319259, 3.897395], [-3.246588, -2.845157, 4.873410], [-1.648122, -3.458165, 4.426880]], "atomic_forces_ev_per_a": [[-0.15, -0.58, -0.99], [-0.08, 0.00, 0.03], [-0.02, 0.11, -0.10], [0.10, -0.16, 0.14], [-0.40, 0.07, 0.11], [0.09, -0.06, 0.07], [0.31, -0.12, -0.26], [-0.30, 0.17, 0.69], [0.05, 0.07, 0.08], [0.09, 0.10, -0.05], [-0.14, 0.12, -0.06], [0.05, -0.01, 0.03], [-0.03, 0.01, 0.02], [-0.19, 0.04, 0.08], [-0.07, -0.01, -0.01], [-0.05, -0.01, 0.03], [-0.02, 0.03, 0.01], [0.02, -0.01, -0.02], [0.41, 0.10, 0.35], [-0.23, 0.14, -0.34], [0.00, 0.15, 0.25], [-0.07, 0.10, 0.06], [0.05, -0.08, -0.04], [0.19, -0.13, 0.24], [-0.06, -0.18, -0.54], [0.38, 0.50, 0.34], [-0.01, 0.03, -0.01], [0.03, 0.02, 0.00], [0.00, -0.04, 0.04], [0.01, -0.03, 0.00], [-0.11, 0.12, -0.26], [-0.07, 0.19, -0.01], [-0.01, 0.09, 0.04], [0.01, 0.00, 0.13], [-0.07, -0.06, -0.08], [-0.05, 0.01, 0.01], [-0.02, 0.15, -0.09], [0.19, 0.02, -0.11], [0.02, 0.01, -0.01], [-0.02, -0.06, 0.10], [-0.01, 0.00, -0.06], [-0.02, 0.03, 0.00], [0.03, 0.02, -0.02], [0.03, 0.04, -0.01], [-0.03, 0.06, 0.04], [0.09, -0.02, 0.00], [-0.11, -0.02, 0.02], [0.03, -0.05, -0.03], [0.16, 0.05, 0.18], [0.03, 0.00, 0.10], [-0.43, -0.08, 0.17], [-0.21, -0.65, 0.18], [0.65, 0.91, -0.16], [-0.60, -0.15, -0.03], [0.20, 0.04, -0.04], [-0.02, -0.29, 0.04], [-0.09, -0.09, -0.08], [-0.09, -0.01, 0.04], [0.03, 0.00, 0.01], [-0.13, -0.02, -0.06], [0.15, -0.01, 0.10], [-0.02, 0.04, -0.11], [0.06, -0.08, 0.01], [0.02, -0.02, -0.03], [0.03, -0.06, -0.01], [0.00, 0.04, 0.09], [-0.02, -0.07, -0.01], [-0.12, 0.04, 0.15], [0.12, -0.09, -0.18], [-0.08, -0.14, -0.24], [0.03, -0.01, 0.03], [0.02, 0.01, 0.03], [-0.02, -0.03, -0.01], [0.00, 0.03, -0.04], [0.04, 0.05, 0.04], [0.04, -0.01, 0.08], [0.02, -0.06, 0.03], [0.10, 0.04, -0.06], [0.04, -0.03, 0.05], [0.00, -0.15, -0.08], [-0.08, 0.03, -0.04], [-0.02, -0.02, 0.03], [0.03, -0.04, -0.02], [0.00, 0.03, -0.03], [0.02, 0.00, 0.03], [-0.01, -0.03, 0.01], [0.00, -0.01, 0.03], [-0.05, 0.02, -0.01], [0.07, 0.06, 0.03], [0.06, -0.03, 0.04], [0.06, -0.02, 0.04], [-0.02, -0.02, -0.02], [0.06, 0.07, -0.01], [0.04, 0.00, -0.06], [0.00, 0.01, -0.01], [-0.19, -0.12, -0.01], [-0.06, 0.07, 0.04], [0.05, 0.31, 0.15], [0.20, -0.15, 0.09], [-0.01, -0.04, -0.15], [-0.06, 0.01, -0.01], [0.11, -0.02, -0.08], [0.00, 0.02, -0.02], [0.04, -0.03, -0.02], [0.00, -0.01, 0.00], [-0.08, 0.02, -0.01], [-0.02, 0.02, -0.07], [0.01, 0.00, 0.00], [-0.01, 0.03, -0.01], [0.00, -0.01, 0.02], [-0.02, -0.03, 0.01], [0.00, 0.00, 0.01], [0.03, -0.02, 0.05], [0.03, -0.03, -0.05], [-0.02, -0.05, 0.11], [0.13, 0.20, -0.14], [-0.16, -0.02, -0.11], [0.05, -0.18, 0.33], [-0.07, 0.02, -0.09], [0.05, 0.09, -0.04], [0.17, -0.23, 0.12], [-0.01, 0.04, -0.07], [0.02, 0.06, 0.05], [-0.12, -0.01, -0.05], [0.00, 0.02, 0.01], [-0.08, -0.01, 0.05], [0.06, -0.02, 0.00], [-0.05, 0.07, 0.02], [0.08, -0.08, -0.02], [0.04, 0.07, -0.01], [-0.03, -0.08, 0.04], [0.07, 0.02, -0.03], [-0.07, -0.07, -0.01], [0.03, 0.08, 0.03], [0.04, -0.04, -0.10], [-0.04, -0.03, -0.02]]}

=====

{"formula": "C11H9MgNO4S", "method": "ωB97M-V/def2-TZVPD", "max_force_ev_per_a": 4.80, "homo_ev": -15.0814, "relative_energy_kj_mol": 0.0, "lumo_ev": -8.15, "gap_ev": 6.930, "charge": 2, "energy_ha": -1377.97050, "species": ["Mg", "C", "O", "C", "O", "C", "O", "C", "O", "C", "H", "H", "C", "H", "H", "S", "C", "N", "C", "C", "C", "C", "H", "H", "H", "H", "H"], "positions_angstrom": [[-0.725343, 0.009840, -0.895571], [1.563502, -0.404060, -1.712858], [2.625983, -0.609748, -2.091969], [-0.961936, -0.306918, -3.199710], [-0.963589, -0.485784, -4.336061], [-0.067293, 2.212153, -1.466803], [0.240342, 3.277570, -1.746766], [-0.700600, -2.359640, -0.783499], [-0.682619, -3.507333, -0.723660], [-5.060937, 0.774933, 0.658643], [-5.068330, -0.066812, 1.363321], [-4.825024, 1.759790, 1.082185], [-5.445665, 0.630002, -0.614491], [-5.543542, 1.489798, -1.289667], [-5.786297, -0.336392, -1.007965], [-0.363258, 0.433760, 1.518567], [1.299348, 0.026375, 1.478820], [2.175540, 1.051539, 1.173123], [3.537600, 0.887664, 1.195321], [4.044088, -0.389359, 1.382059], [3.178396, -1.490557, 1.543797], [1.805129, -1.273633, 1.573785], [1.791001, 1.993567, 1.082188], [4.137159, 1.793805, 1.065843], [5.123486, -0.530336, 1.390019], [3.583279, -2.496300, 1.684353], [1.089583, -2.083926, 1.676994]], "atomic_forces_ev_per_a": [[0.31, 0.07, 0.79], [3.75, -0.75, -1.16], [-3.55, 0.71, 1.28], [-0.38, -0.70, -4.73], [0.02, 0.71, 4.52], [0.72, 3.57, -1.14], [-0.91, -3.36, 1.02], [-0.15, -4.44, 0.17], [-0.03, 4.33, -0.15], [-0.10, 0.00, -0.06], [0.05, 0.33, -0.36], [-0.05, -0.42, -0.24], [-0.06, 0.02, 0.11], [0.12, -0.36, 0.31], [0.22, 0.39, 0.19], [-1.05, 0.04, -0.55], [0.83, 0.50, -1.40], [0.72, -0.77, 0.94], [-0.60, -0.54, 0.01], [0.19, 0.28, -0.09], [-0.06, 0.53, 0.09], [0.30, 0.14, 0.11], [0.05, -0.34, 0.20], [-0.18, -0.46, 0.00], [-0.28, 0.06, 0.03], [-0.11, 0.36, -0.15], [0.20, 0.11, 0.26]]}

=====

{"formula": "C3H4O3", "method": "ωB97M-V/def2-TZVPD", "max_force_ev_per_a": 0.73, "homo_ev": -10.1950, "relative_energy_kj_mol": 292.7, "lumo_ev": 0.08, "gap_ev": 10.272, "energy_ha": -342.34445, "species": ["C", "C", "C", "O", "O", "O", "H", "H", "H", "H"], "positions_angstrom": [[0.469121, 0.285834, 1.077302], [-0.528094, 0.597779, -1.327377], [-0.642632, -0.101507, 0.139708], [0.062176, -1.207564, -1.047004], [-0.792487, 0.973143, -2.369332], [-1.767268, -0.394497, 0.455077], [1.017288, -1.278040, -0.897472], [1.374921, 0.586875, 0.549620], [0.681609, -0.572079, 1.716261], [0.125365, 1.110058, 1.703216]], "atomic_forces_ev_per_a": [[0.02, -0.02, -0.08], [-0.38, 0.09, -0.54], [0.02, -0.26, 0.06], [-0.14, 0.35, 0.21], [0.32, -0.26, 0.61], [0.34, 0.08, -0.20], [-0.10, 0.06, 0.02], [-0.05, -0.02, 0.00], [-0.03, 0.03, -0.04], [-0.01, -0.04, -0.04]]}

=====

{"formula": "C15H16AlN4O2S", "method": "ωB97M-V/def2-TZVPD", "max_force_ev_per_a": 1.10, "homo_ev": -11.8371, "lumo_ev": -4.23, "gap_ev": 7.610, "charge": 1, "energy_ha": -1591.24505, "species": ["Al", "C", "C", "C", "C", "C", "C", "N", "N", "C", "C", "C", "C", "C", "C", "H", "H", "H", "H", "H", "H", "H", "H", "H", "O", "C", "O", "H", "C", "N", "C", "N", "S", "H", "H", "H", "H", "H", "H"], "positions_angstrom": [[-0.268854, -0.581703, 0.777405], [-0.236354, 2.978482, -3.519818], [-0.013806, 3.051919, -2.152252], [-0.274459, 1.948102, -1.355038], [-0.758952, 0.780334, -1.931457], [-0.998127, 0.701924, -3.295128], [-0.731554, 1.807501, -4.084102], [-0.987018, -0.317400, -1.043056], [-1.531161, -1.343433, -1.492102], [-1.710550, -2.387620, -0.552992], [-2.403632, -3.503197, -1.009156], [-2.653274, -4.533341, -0.117805], [-2.214099, -4.422250, 1.195521], [-1.507020, -3.299579, 1.629163], [-1.231440, -2.259191, 0.762199], [-0.033215, 3.836557, -4.147339], [0.343316, 3.973067, -1.708767], [-0.134917, 1.997846, -0.279310], [-1.384715, -0.213070, -3.721967], [-0.913135, 1.757772, -5.149270], [-2.737985, -3.535888, -2.039096], [-3.191003, -5.415393, -0.438815], [-2.421872, -5.222195, 1.895715], [-1.179957, -3.254627, 2.661297], [-2.351167, 0.828244, 2.393041], [-1.221405, 1.008086, 2.752079], [-0.153725, 0.623566, 2.035067], [-0.949243, 1.625802, 3.612814], [3.525650, 1.702074, 2.927396], [2.993799, 0.553591, 2.205544], [2.656720, 0.566494, 0.936459], [2.881993, 1.652816, 0.206448], [1.965341, -0.844355, 0.181881], [3.644405, 1.429288, 3.970495], [2.838553, 2.546791, 2.862252], [4.504175, 1.989397, 2.539540], [2.779988, -0.291698, 2.709411], [3.403210, 2.439489, 0.558510], [2.655489, 1.625796, -0.774768]], "atomic_forces_ev_per_a": [[0.17, -0.19, 0.19], [-0.01, -0.02, -0.03], [0.00, 0.01, 0.01], [-0.03, -0.04, 0.08], [0.01, -0.02, 0.17], [-0.02, -0.09, -0.09], [0.00, 0.02, -0.02], [0.05, 0.34, -0.12], [-0.14, -0.10, -0.02], [-0.12, -0.16, 0.01], [0.00, 0.09, -0.09], [0.02, 0.00, 0.07], [-0.03, -0.05, 0.01], [0.02, -0.08, 0.07], [0.05, 0.16, -0.27], [-0.02, -0.02, 0.01], [-0.01, -0.04, 0.01], [0.01, 0.04, -0.01], [0.02, 0.02, -0.01], [0.00, 0.00, 0.01], [0.00, -0.03, 0.05], [0.00, 0.03, 0.01], [0.01, 0.02, -0.03], [0.00, -0.03, -0.02], [0.05, -0.32, 0.15], [-0.04, 0.66, -0.89], [0.02, 0.06, 0.44], [0.04, -0.21, 0.26], [0.02, -0.04, -0.02], [0.01, -0.02, 0.11], [-0.04, 0.16, -0.09], [0.02, -0.11, -0.07], [-0.03, -0.05, 0.07], [-0.01, 0.00, 0.01], [-0.02, 0.00, 0.00], [0.00, -0.02, -0.02], [0.01, -0.01, 0.01], [-0.03, 0.03, 0.02], [-0.02, 0.02, 0.00]]}